Density functional theory data (ωB97M-V with the def2-TZVPD basis set) for a structure of composition C24H47N7PS2SeSi4TeY at a distorted geometry.

Element x y z (Å)
Y  -0.273  -0.041  -0.964
C  3.833  0.157  3.335
S  4.070  0.478  1.577
C  2.508  -0.003  0.918
S  2.498  -0.018  -0.817
N  1.557  -0.288  1.745
N  0.364  -0.610  1.173
C  -0.615  -0.988  1.987
C  -1.904  -1.216  1.478
C  -2.951  -1.697  2.303
C  -4.175  -1.958  1.768
C  -4.397  -1.740  0.392
C  -3.366  -1.242  -0.354
N  -2.147  -0.962  0.148
H  4.799  0.334  3.805
H  3.527  -0.875  3.486
H  3.085  0.823  3.759
H  -0.430  -1.132  3.046
H  -2.751  -1.870  3.353
H  -4.974  -2.337  2.392
H  -5.352  -1.951  -0.065
H  -3.488  -1.046  -1.415
C  -0.212  5.057  2.088
N  1.016  4.291  2.278
C  2.079  4.910  1.487
N  1.755  5.049  0.070
C  0.503  5.793  -0.055
N  -0.615  5.207  0.690
C  -1.010  3.921  0.115
P  0.368  2.680  0.128
C  0.845  2.887  1.913
C  1.687  3.752  -0.602
H  -0.052  6.056  2.500
H  -1.021  4.579  2.643
H  2.990  4.318  1.589
H  2.261  5.908  1.892
H  0.231  5.863  -1.109
H  0.670  6.801  0.331
H  -1.335  4.070  -0.917
H  -1.860  3.520  0.675
H  1.781  2.353  2.087
H  0.086  2.421  2.546
H  1.481  3.882  -1.665
H  2.645  3.236  -0.509
C  4.910  -2.860  -5.292
Si  4.066  -2.062  -3.810
C  5.420  -1.494  -2.647
C  3.026  -0.636  -4.446
Si  2.712  -3.736  -2.878
Te  1.093  -2.962  -1.091
Si  3.972  -5.279  -1.644
C  4.739  -4.406  -0.170
C  2.848  -6.656  -1.040
C  5.345  -6.031  -2.685
Si  1.447  -4.787  -4.550
C  -0.038  -5.635  -3.777
C  2.495  -6.101  -5.395
C  0.882  -3.552  -5.844
H  5.505  -2.112  -5.823
H  4.186  -3.270  -6.000
H  5.582  -3.667  -4.989
H  6.013  -0.715  -3.136
H  6.092  -2.322  -2.415
H  5.031  -1.089  -1.713
H  3.675  0.173  -4.793
H  2.361  -0.228  -3.686
H  2.411  -0.960  -5.288
H  4.018  -3.745  0.315
H  5.599  -3.806  -0.472
H  5.082  -5.135  0.569
H  1.995  -6.257  -0.488
H  3.398  -7.326  -0.373
H  2.469  -7.252  -1.874
H  6.050  -5.266  -3.017
H  4.957  -6.539  -3.569
H  5.905  -6.763  -2.096
H  0.273  -6.414  -3.078
H  -0.653  -6.100  -4.552
H  -0.660  -4.923  -3.230
H  2.807  -6.873  -4.690
H  3.391  -5.679  -5.854
H  1.912  -6.587  -6.183
H  0.567  -2.608  -5.399
H  0.042  -3.954  -6.416
H  1.692  -3.341  -6.548
Se  -0.995  -0.466  -3.855
C  -0.380  1.194  -3.467
N  0.007  2.162  -2.946

Cartesian forces (eV/Å) of the 6 atoms listed first:
0.8 0.1 -1.2
0.0 0.0 0.0
-0.1 -0.1 0.0
0.3 0.0 0.2
-0.5 0.0 0.0
0.0 -0.1 0.2

For the HOMO-LUMO gap (alpha / beta), the calculation gives 6.563 / 4.507 eV. The HOMO energy (alpha / beta) is -7.36 / -6.11 eV. For the calculated total energy, the calculation gives -6329.67542 hartree. The calculation puts the molar mass at 936.607 g mol⁻¹. Its energy relative to the best compared isomer or geometry (same formula, charge and spin) is 0.137 eV.



Density functional theory data (ωB97M-V with the def2-TZVPD basis set) for a structure of composition C24H48AsF7O24RbTl at a distorted geometry.

Element x y z (Å)
Rb  -12.181  -26.304  -14.932
Tl  -14.900  -27.635  -10.490
As  -10.765  -28.727  -11.952
F  -9.892  -28.109  -10.595
F  -10.665  -27.149  -12.708
F  -11.705  -29.294  -13.305
F  -10.889  -30.310  -11.279
F  -12.263  -28.202  -11.222
F  -9.316  -29.110  -12.806
F  -14.130  -26.625  -12.829
C  -12.338  -32.315  -9.297
O  -12.994  -31.055  -9.325
C  -12.580  -30.051  -8.603
O  -13.043  -28.923  -8.696
O  -11.534  -30.353  -7.859
C  -10.961  -29.314  -7.046
H  -11.329  -32.313  -9.699
H  -13.008  -33.064  -9.710
H  -12.228  -32.685  -8.271
H  -11.711  -28.789  -6.460
H  -10.323  -28.646  -7.618
H  -10.327  -29.862  -6.353
C  -9.852  -32.792  -13.439
O  -10.484  -32.839  -14.691
C  -10.609  -34.048  -15.236
O  -10.241  -35.070  -14.730
O  -11.233  -33.951  -16.397
C  -11.221  -35.150  -17.191
H  -9.964  -31.877  -12.858
H  -8.791  -33.035  -13.461
H  -10.284  -33.506  -12.726
H  -11.585  -34.847  -18.169
H  -11.839  -35.932  -16.760
H  -10.202  -35.503  -17.336
C  -11.198  -24.801  -11.244
O  -10.950  -24.931  -9.843
C  -11.846  -25.347  -8.980
O  -12.924  -25.858  -9.246
O  -11.356  -25.219  -7.774
C  -12.059  -25.666  -6.612
H  -10.215  -24.833  -11.698
H  -11.710  -23.844  -11.378
H  -11.841  -25.547  -11.713
H  -12.662  -26.540  -6.865
H  -12.755  -24.895  -6.283
H  -11.313  -25.892  -5.860
C  -7.912  -26.332  -14.058
O  -7.734  -24.990  -14.492
C  -8.793  -24.251  -14.737
O  -9.941  -24.529  -14.430
O  -8.439  -23.205  -15.445
C  -9.420  -22.203  -15.712
H  -8.265  -26.418  -13.034
H  -6.927  -26.791  -14.120
H  -8.540  -26.905  -14.741
H  -8.964  -21.383  -16.255
H  -9.763  -21.829  -14.747
H  -10.257  -22.592  -16.289
C  -13.306  -32.148  -12.926
O  -14.728  -32.129  -12.817
C  -15.363  -31.022  -12.473
O  -14.824  -30.115  -11.862
O  -16.617  -31.040  -12.807
C  -17.173  -32.101  -13.613
H  -12.919  -31.288  -13.474
H  -13.009  -33.008  -13.518
H  -12.825  -32.144  -11.952
H  -16.740  -32.059  -14.610
H  -18.232  -31.885  -13.705
H  -16.997  -33.061  -13.140
C  -7.044  -30.821  -14.510
O  -8.332  -30.553  -15.081
C  -8.355  -30.469  -16.412
O  -7.431  -30.551  -17.160
O  -9.590  -30.164  -16.849
C  -10.653  -29.868  -15.980
H  -6.342  -30.001  -14.621
H  -6.705  -31.806  -14.824
H  -7.236  -30.948  -13.443
H  -11.484  -29.696  -16.666
H  -10.505  -28.975  -15.357
H  -10.940  -30.667  -15.297
C  -8.237  -26.471  -8.962
O  -7.873  -25.500  -7.996
C  -7.942  -24.218  -8.311
O  -8.428  -23.772  -9.328
O  -7.412  -23.495  -7.352
C  -7.512  -22.065  -7.510
H  -7.485  -26.614  -9.734
H  -9.217  -26.252  -9.392
H  -8.442  -27.411  -8.453
H  -8.545  -21.790  -7.733
H  -6.886  -21.714  -8.323
H  -7.317  -21.650  -6.529
C  -5.359  -28.384  -8.317
O  -5.893  -29.365  -9.201
C  -7.026  -29.966  -8.885
O  -7.794  -29.655  -8.006
O  -7.202  -30.966  -9.743
C  -8.498  -31.527  -9.774
H  -4.290  -28.362  -8.520
H  -5.544  -28.652  -7.279
H  -5.704  -27.366  -8.499
H  -9.295  -30.794  -9.864
H  -8.716  -31.992  -8.800
H  -8.601  -32.397  -10.418

Cartesian forces (eV/Å) of the 6 atoms listed first:
0.1 0.0 0.2
2.4 -0.4 -1.7
0.4 0.4 -1.1
-0.2 -0.3 0.1
-0.2 0.0 -0.1
-0.2 0.2 -0.1

For the HOMO-LUMO gap, the calculation gives 1.620 eV. The HOMO energy is -14.35 eV. For the calculated total energy, the calculation gives -5879.87770 hartree. The calculation puts the molar mass at 1218.383 g mol⁻¹. The net charge is +2.



Density functional theory data (ωB97M-V with the def2-TZVPD basis set) for a structure of composition C24H48BCl2HfN10O3P2.

Element x y z (Å)
Hf  0.556  0.308  -0.099
C  3.107  -2.377  -1.159
C  3.519  -1.157  -0.410
C  4.789  -0.761  -0.056
C  4.643  0.389  0.722
C  5.706  1.201  1.376
N  3.338  0.664  0.820
N  2.620  -0.281  0.106
B  2.629  1.721  1.729
N  1.573  0.998  2.607
N  0.468  0.366  2.063
C  -0.228  -0.166  3.098
C  -1.497  -0.927  2.936
C  0.418  0.129  4.280
C  1.552  0.860  3.938
C  2.600  1.418  4.836
N  1.911  2.789  0.860
N  0.886  2.460  -0.009
C  0.527  3.604  -0.644
C  -0.536  3.654  -1.686
C  1.297  4.645  -0.174
C  2.164  4.100  0.772
C  3.207  4.795  1.575
H  3.983  -2.872  -1.571
H  2.610  -3.078  -0.485
H  2.424  -2.150  -1.977
H  5.715  -1.250  -0.305
H  6.684  0.843  1.062
H  5.623  2.253  1.110
H  5.648  1.120  2.462
H  3.436  2.248  2.414
H  -1.701  -1.189  1.901
H  -1.455  -1.839  3.530
H  -2.338  -0.339  3.307
H  0.112  -0.150  5.274
H  2.370  1.164  5.867
H  3.582  1.011  4.594
H  2.652  2.503  4.752
H  -0.621  2.714  -2.228
H  -1.505  3.887  -1.239
H  -0.311  4.446  -2.399
H  1.250  5.677  -0.479
H  3.198  5.857  1.344
H  3.026  4.675  2.643
H  4.200  4.405  1.355
Cl  3.124  1.911  -2.403
C  2.253  1.026  -3.617
Cl  0.942  -0.053  -2.919
H  2.913  0.349  -4.146
H  1.727  1.703  -4.279
C  -3.087  1.764  1.145
N  -3.351  0.435  0.565
C  -4.694  -0.095  0.880
P  -2.710  -0.007  -0.857
O  -1.330  0.640  -0.988
O  -2.507  -1.598  -0.773
P  -1.182  -2.527  -0.799
O  -0.068  -1.697  -0.141
N  -0.924  -2.860  -2.356
C  -0.016  -3.984  -2.666
C  -1.802  -2.505  -3.482
N  -1.411  -3.851  0.067
C  -0.907  -4.078  1.428
C  -2.386  -4.851  -0.403
N  -3.597  0.197  -2.193
C  -4.702  -0.705  -2.571
C  -3.816  1.594  -2.624
H  -3.712  2.537  0.693
H  -2.039  2.035  1.033
H  -3.317  1.716  2.209
H  -4.819  -0.091  1.961
H  -4.791  -1.124  0.535
H  -5.481  0.516  0.434
H  0.630  -4.210  -1.820
H  0.608  -3.705  -3.514
H  -0.590  -4.875  -2.925
H  -2.303  -1.559  -3.309
H  -2.536  -3.292  -3.665
H  -1.182  -2.400  -4.372
H  -0.152  -3.339  1.680
H  -0.460  -5.070  1.469
H  -1.725  -4.031  2.147
H  -2.677  -4.651  -1.433
H  -3.277  -4.829  0.225
H  -1.938  -5.843  -0.355
H  -4.541  -1.704  -2.174
H  -4.743  -0.763  -3.658
H  -5.655  -0.321  -2.204
H  -2.960  2.213  -2.361
H  -4.720  2.008  -2.174
H  -3.924  1.607  -3.707

Cartesian forces (eV/Å) of the 6 atoms listed first:
-0.2 -0.5 0.2
0.0 0.0 0.0
0.0 0.0 0.0
0.0 0.0 0.0
0.0 0.0 0.0
0.0 0.0 0.0

For the HOMO-LUMO gap, the calculation gives 8.585 eV. The HOMO energy is -16.84 eV. For the calculated total energy, the calculation gives -3392.15924 hartree. The calculation puts the molar mass at 846.871 g mol⁻¹. Its energy relative to the best compared isomer or geometry (same formula, charge and spin) is 0.256 eV. The net charge is +3.